Entry 1:
{
  "formula": "C2H8N2S",
  "method": "the ωB97M-V functional and the def2-TZVPD basis",
  "species": ["C", "S", "H", "H", "H", "N", "C", "N", "H", "H", "H", "H", "H"],
  "xyz": [[-3.131, 3.159, -1.207], [-1.699, 4.122, -0.711], [-3.493, 2.303, -0.522], [-2.690, 2.752, -2.130], [-4.046, 3.605, -1.533], [1.283, -4.462, 1.594], [2.454, -3.923, 1.367], [3.435, -3.946, 0.337], [0.594, -4.209, 0.985], [-2.089, 5.121, -1.561], [3.205, -3.812, 2.232], [2.996, -3.431, -0.535], [3.746, -4.845, -0.040]],
  "mulliken_spin": [-0.0087, 0.9298, 0.0008, 0.0781, 0.0139, 0.0000, 0.0000, 0.0000, 0.0000, -0.0139, 0.0000, 0.0000, 0.0000],
  "e_homo_ev": [-11.024, -11.024],
  "spin_multiplicity": 2,
  "s2": 0.753,
  "total_charge": 1,
  "orbital_gap_ev": [6.0672, 1.4130],
  "e_lumo_ev": [-4.957, -9.611]
}

Entry 2:
{
  "formula": "C2H8N2S2",
  "method": "the ωB97M-V functional and the def2-TZVPD basis",
  "species": ["C", "C", "N", "N", "S", "S", "H", "H", "H", "H", "H", "H", "H", "H"],
  "xyz": [[-2.120, -0.039, -0.742], [1.006, 0.157, 1.261], [0.757, -1.530, -0.280], [0.343, -0.565, 0.595], [0.010, 1.448, 2.200], [2.730, 0.337, 1.424], [-1.568, -0.613, -1.473], [-2.774, 0.598, -1.161], [-1.388, 0.609, -0.151], [-0.435, 1.064, 3.306], [1.857, -1.498, -0.457], [0.081, -1.670, -1.006], [-2.466, -0.781, -0.019], [2.481, 1.519, 1.918]],
  "mulliken_charge": [-0.9748, 0.3109, -0.5860, 0.0730, -0.2871, -0.2466, 0.1569, 0.4046, 0.1342, 0.1217, 0.2305, 0.2430, 0.2691, 0.1507],
  "e_homo_ev": -9.066,
  "orbital_gap_ev": 9.7272,
  "e_lumo_ev": 0.661
}

Entry 3:
{
  "formula": "C2H8N3",
  "method": "the ωB97M-V functional and the def2-TZVPD basis",
  "species": ["C", "C", "N", "N", "N", "H", "H", "H", "H", "H", "H", "H", "H"],
  "xyz": [[1.393, -0.302, 0.525], [-2.160, 1.210, -0.732], [2.202, -0.763, 1.466], [-1.674, 0.242, -1.394], [0.306, -0.787, -0.011], [1.736, 0.610, 0.137], [-1.804, 1.606, 0.282], [-2.968, 1.819, -1.275], [3.033, -0.200, 1.719], [2.154, -1.614, 2.048], [-1.852, 0.232, -2.401], [0.063, -1.721, 0.430], [-0.427, -0.333, -0.793]],
  "mulliken_charge": [0.2369, -0.1472, -0.3480, -0.4489, -0.3838, 0.3129, 0.2218, 0.2380, 0.2594, 0.2431, 0.2267, 0.2096, 0.3795],
  "e_homo_ev": -14.883,
  "total_charge": 1,
  "orbital_gap_ev": 11.7858,
  "e_lumo_ev": -3.097
}

Entry 4:
{
  "formula": "C2H8N3",
  "method": "the ωB97M-V functional and the def2-TZVPD basis",
  "species": ["C", "C", "N", "N", "N", "H", "H", "H", "H", "H", "H", "H", "H"],
  "xyz": [[-1.852, 1.245, -0.094], [-0.746, 0.362, 0.144], [-1.828, -0.277, 0.118], [-2.533, -1.352, -0.125], [3.023, 0.206, -0.150], [-2.423, 1.815, 0.624], [-1.846, 1.580, -1.028], [0.313, 0.050, 0.229], [-3.629, -1.290, -0.197], [-2.123, -2.207, -0.232], [3.062, -0.628, -0.695], [3.276, 0.061, 0.808], [3.753, 0.916, -0.604]],
  "mulliken_charge": [-0.4860, 0.1896, 0.3524, -0.5226, -0.7305, 0.2720, 0.2724, 0.4165, 0.3039, 0.2006, 0.2348, 0.2342, 0.2628],
  "e_homo_ev": -13.332,
  "total_charge": 1,
  "orbital_gap_ev": 9.0924,
  "e_lumo_ev": -4.240
}

Entry 5:
{
  "formula": "C2H8N3",
  "method": "the ωB97M-V functional and the def2-TZVPD basis",
  "species": ["C", "C", "N", "N", "N", "H", "H", "H", "H", "H", "H", "H", "H"],
  "xyz": [[0.365, -1.248, 0.605], [0.568, 1.537, -0.380], [-1.544, 1.144, -1.072], [-0.754, -0.482, 0.248], [-0.662, 0.639, -0.399], [1.301, -0.746, 0.498], [0.318, -1.520, 1.738], [0.361, -2.315, 0.125], [1.367, 0.935, -0.759], [0.649, 1.925, 0.566], [0.516, 2.138, -1.238], [-2.468, 0.699, -1.147], [-2.099, -1.016, 0.261]],
  "mulliken_charge": [-0.7114, -0.8728, -0.9137, -0.3971, 1.1030, 0.3499, 0.2691, 0.2729, 0.4058, 0.3923, 0.3749, 0.2552, 0.4719],
  "e_homo_ev": -14.879,
  "total_charge": 1,
  "orbital_gap_ev": 9.7568,
  "e_lumo_ev": -5.122
}

Entry 6:
{
  "formula": "C2H8N3",
  "method": "the ωB97M-V functional and the def2-TZVPD basis",
  "species": ["C", "C", "N", "N", "N", "H", "H", "H", "H", "H", "H", "H", "H"],
  "xyz": [[-0.655, 1.262, 0.120], [-2.307, -0.619, 0.497], [0.151, 0.372, 0.463], [2.486, -0.226, -0.604], [-1.339, 0.169, -0.103], [-0.700, 2.319, 0.135], [-1.740, -1.256, 1.169], [-2.966, -0.065, 1.134], [-2.902, -1.082, -0.285], [1.494, 0.015, -0.274], [2.548, -1.036, -1.253], [2.996, -0.358, 0.233], [2.934, 0.504, -1.232]],
  "mulliken_charge": [0.2998, -0.6727, -0.6931, -0.5047, -0.1822, 0.3620, 0.3395, 0.3034, 0.2572, 0.3373, 0.3837, 0.3720, 0.3978],
  "e_homo_ev": -12.898,
  "total_charge": 1,
  "orbital_gap_ev": 9.3170,
  "e_lumo_ev": -3.581
}

Entry 7:
{
  "formula": "C2H8N3O",
  "method": "the ωB97M-V functional and the def2-TZVPD basis",
  "species": ["C", "C", "N", "N", "N", "O", "H", "H", "H", "H", "H", "H", "H", "H"],
  "xyz": [[-0.074, 0.127, -0.879], [-0.431, -0.461, 1.433], [-0.366, 0.110, -2.189], [0.879, 0.914, -0.400], [-0.609, -0.717, 0.045], [1.004, -0.601, 1.818], [-0.804, 0.493, 1.529], [-1.062, -1.258, 1.894], [0.016, 0.854, -2.798], [-1.278, -0.210, -2.342], [1.249, 1.736, -0.925], [1.482, 0.695, 0.333], [-1.093, -1.596, -0.174], [1.086, -0.086, 2.656]],
  "mulliken_charge": [0.5579, -0.5187, -0.3649, -0.3283, -0.2152, -0.5773, 0.4528, 0.3288, 0.2712, 0.2584, 0.2469, 0.2500, 0.2833, 0.3550],
  "e_homo_ev": -15.201,
  "total_charge": 1,
  "orbital_gap_ev": 12.0088,
  "e_lumo_ev": -3.192
}

Entry 8:
{
  "formula": "C2H8N3O2",
  "method": "the ωB97M-V functional and the def2-TZVPD basis",
  "species": ["C", "C", "N", "N", "N", "O", "O", "H", "H", "H", "H", "H", "H", "H", "H"],
  "xyz": [[-0.760, -1.777, -1.853], [0.269, 2.460, 1.391], [-0.270, -1.651, -0.500], [1.559, 0.665, 1.959], [0.220, -0.607, 0.009], [0.322, 0.467, -0.548], [1.316, 1.552, 1.085], [-1.414, -2.638, -1.930], [-1.290, -0.863, -2.130], [0.082, -1.901, -2.540], [-0.281, 2.652, 0.470], [0.739, 3.395, 1.710], [-0.372, 2.077, 2.187], [-0.271, -2.463, 0.113], [2.405, 0.149, 1.686]],
  "mulliken_spin": [0.0183, 0.0148, -0.0009, 0.9343, 0.1979, 0.5383, 0.2944, 0.0002, -0.0022, -0.0006, 0.0048, 0.0111, -0.0047, -0.0023, -0.0035],
  "e_homo_ev": [-12.752, -13.745],
  "spin_multiplicity": 3,
  "s2": 2.011,
  "total_charge": 1,
  "orbital_gap_ev": [7.5955, 5.5541],
  "e_lumo_ev": [-5.157, -8.191]
}

Entry 9:
{
  "formula": "C2H8N3O2P",
  "method": "the ωB97M-V functional and the def2-TZVPD basis",
  "species": ["C", "C", "N", "N", "N", "O", "O", "P", "H", "H", "H", "H", "H", "H", "H", "H"],
  "xyz": [[-1.464, -0.085, 0.481], [-2.787, -0.173, -0.192], [-0.660, 0.816, 0.138], [3.231, -0.084, 0.700], [2.038, 0.785, -1.302], [1.024, -1.419, -0.240], [0.733, 0.768, 0.914], [1.735, -0.169, 0.071], [-1.269, -0.723, 1.419], [-3.713, -0.360, 0.384], [-2.686, -1.145, -0.518], [-2.928, 0.715, -0.846], [3.374, -0.785, 1.395], [3.663, 0.783, 1.059], [1.772, 0.430, -2.246], [1.584, 1.674, -1.422]],
  "mulliken_charge": [0.3408, -1.0551, -0.4319, -0.5486, -0.6482, -0.6765, -0.3357, 1.0121, 0.3235, 0.3257, 0.2977, 0.3101, 0.2658, 0.2718, 0.2755, 0.2730],
  "e_homo_ev": -9.681,
  "orbital_gap_ev": 10.6616,
  "e_lumo_ev": 0.981
}

Sequential total energy output: -588.2368 -986.7745 -245.0043 -244.8599 -244.8258 -244.8789 -320.2827 -395.2089 -737.1029 Ha